Entry a
Below is 2 unconnected molecules or ions with the total composition C4H12NO3, with properties calculated with wB97M-V/def2-TZVPD.

Total charge: 0
Kohn-Sham gap (alpha / beta): 3.6 / 10.5 eV
Expectation value of S²: 0.751
Multiplicity: 2
LUMO level (alpha / beta): 0.0212 / 0.0136 Eh
E_HOMO (alpha / beta): -3.038 / -10.098 eV

Geometry as XYZ:
```
20
C4H12NO3 (wB97M-V/def2-TZVPD)
O -0.196 2.599 0.815
C 0.800 2.334 -0.003
C 0.552 1.087 -0.771
N -0.381 0.098 -0.083
C 0.302 -1.274 0.226
C 0.990 -1.288 1.649
O 1.788 3.078 -0.221
H -0.239 3.455 1.235
H 1.548 0.639 -1.092
H 0.085 1.404 -1.803
H -1.201 -0.099 -0.765
H -0.885 0.534 0.701
H -0.486 -2.141 0.220
H 1.101 -1.402 -0.556
H 1.932 -0.658 1.745
H 0.267 -1.075 2.416
H 1.170 -2.371 1.988
H -2.528 -2.174 -1.370
H -2.549 -1.302 -2.601
O -2.069 -1.446 -1.729
```

Entry b
Below is 2 unconnected molecules or ions with the total composition C4H12NO3, with properties calculated with wB97M-V/def2-TZVPD.

Total charge: 0
Kohn-Sham gap (alpha / beta): 3.5 / 11.2 eV
Expectation value of S²: 0.751
Multiplicity: 2
LUMO level (alpha / beta): 0.0124 / 0.0082 Eh
E_HOMO (alpha / beta): -3.206 / -10.936 eV

Geometry as XYZ:
```
20
C4H12NO3 (wB97M-V/def2-TZVPD)
C 1.499 -1.102 -0.996
C 0.569 -0.155 -0.294
C -0.883 -0.198 -0.552
C -1.794 0.371 0.435
O -1.321 1.578 0.928
O -2.729 -0.149 1.000
N 0.874 1.305 -1.005
H 2.431 -0.602 -0.989
H 1.625 -2.076 -0.805
H 1.274 -1.396 -2.026
H 0.753 -0.075 0.829
H -1.143 0.278 -1.521
H -1.146 -1.274 -0.845
H -1.739 1.844 1.776
H 0.175 2.080 -0.676
H 1.771 1.723 -0.588
H 0.917 1.220 -2.001
H 0.195 -1.194 2.892
H -1.070 -1.275 2.290
O -0.258 -0.902 2.150
```

Verdict on stability: entry a comes out on top.

Entry a
Below is 2 unconnected molecules or ions with the total composition C4H12NO3, with properties calculated with wB97M-V/def2-TZVPD.

Total charge: 0
Kohn-Sham gap (alpha / beta): 10.1 / 6.6 eV
Expectation value of S²: 0.755
Multiplicity: 2
LUMO level (alpha / beta): 0.0253 / -0.0996 Eh
E_HOMO (alpha / beta): -9.385 / -9.319 eV

Geometry as XYZ:
```
20
C4H12NO3 (wB97M-V/def2-TZVPD)
C 0.220 -1.296 0.765
C 0.165 -0.099 1.717
C -0.772 1.117 1.447
O -1.217 1.311 0.155
N 0.028 -0.831 -0.595
C 0.122 -1.768 -1.653
O 1.310 -1.650 -2.398
H 1.223 -1.740 0.894
H -0.483 -2.108 1.012
H 0.003 -0.414 2.745
H 1.191 0.321 1.586
H -1.655 1.109 2.096
H -0.150 2.019 1.682
H -0.615 -0.023 -0.731
H -0.759 -1.595 -2.317
H -0.033 -2.829 -1.387
H 1.787 -0.892 -2.051
H 0.241 3.292 -1.666
H -0.448 2.597 -0.488
O -0.157 3.480 -0.814
```

Entry b
Below is 2 unconnected molecules or ions with the total composition C4H12NO3, with properties calculated with wB97M-V/def2-TZVPD.

Total charge: 0
Kohn-Sham gap (alpha / beta): 3.8 / 7.6 eV
Expectation value of S²: 0.753
Multiplicity: 2
LUMO level (alpha / beta): 0.0104 / 0.0095 Eh
E_HOMO (alpha / beta): -3.506 / -7.315 eV

Geometry as XYZ:
```
20
C4H12NO3 (wB97M-V/def2-TZVPD)
C 1.187 -1.554 -0.571
O 2.494 -0.948 -0.544
C 0.340 -0.396 -0.858
C -1.171 -0.752 -0.866
C -2.088 0.370 -0.545
O -1.613 1.511 -0.348
N 0.621 0.784 0.130
H 1.009 -1.989 0.584
H 1.172 -2.330 -1.248
H 3.081 -1.597 -0.195
H 0.739 0.168 -1.732
H -1.405 -1.660 -0.205
H -1.334 -1.120 -1.764
H -3.159 0.390 -0.618
H 0.055 1.690 0.018
H 0.223 0.698 0.945
H 1.657 0.961 0.212
H -1.005 1.407 2.646
H 0.326 1.171 3.303
O -0.295 0.775 2.666
```

Verdict on stability: entry a comes out on top.